DFT (ωB97M-V/def2-TZVPD) results for a single C32H34N2O8 molecule.

XYZ file:
```
76
Properties=species:S:1:pos:R:3:nbo_charge:R:1
C -1.572 -1.374 0.504 -0.235
H -1.525 -3.531 0.541 0.251
C 0.430 -2.767 -0.111 -0.308
C -1.509 2.126 3.261 -0.260
N -0.405 -3.032 -2.283 -0.488
H -1.818 -1.605 -4.181 0.226
C -1.025 -1.212 6.661 -0.249
C 0.420 -1.220 1.794 -0.191
H -2.161 2.723 2.647 0.222
H -1.720 -1.822 7.236 0.201
H -1.212 3.508 0.771 0.231
H -0.447 -0.582 7.346 0.175
H 1.769 1.635 3.880 0.206
H -1.242 -3.951 -3.933 0.226
C -1.390 1.104 0.093 0.741
H 0.840 0.056 5.488 0.220
H -1.504 -0.385 -1.424 0.260
C 0.453 3.263 2.162 -0.433
C 4.309 -1.401 -4.114 -0.258
H 0.851 -3.588 0.476 0.250
C 1.528 -0.982 -4.211 -0.293
H 1.525 3.083 2.076 0.232
C -0.802 -1.901 -4.445 -0.428
C -1.045 -0.272 -0.439 -0.340
H 0.307 4.287 2.517 0.220
O 3.774 -0.112 -3.918 -0.480
C 0.480 -0.309 -0.486 -0.292
H -0.781 -2.104 -5.519 0.222
C -4.270 1.592 3.371 -0.260
H 1.999 3.358 -1.765 0.179
C -1.538 -2.914 -1.506 0.719
C 1.003 -1.436 0.428 -0.243
C 1.940 1.293 -3.504 0.331
C 2.425 0.021 -3.892 0.262
H -1.375 0.649 -3.665 0.214
H 0.877 -0.448 -1.494 0.266
C -0.466 -3.211 -3.720 -0.220
H 0.174 2.448 -3.129 0.223
H -0.342 -1.866 6.108 0.172
C -0.313 0.461 -3.728 -0.235
C 0.919 1.056 0.010 0.727
O -2.662 -2.962 -1.931 -0.573
H -2.660 -1.336 0.559 0.252
H 1.837 4.004 -3.428 0.170
H -4.314 2.667 3.575 0.172
C 0.774 -2.988 -1.573 0.729
C 0.697 1.527 3.953 -0.170
C -0.129 2.286 3.148 -0.056
O -3.383 0.938 4.250 -0.485
O -1.821 -0.444 5.796 -0.484
C 0.573 1.491 -3.427 -0.327
H 5.381 -1.300 -3.950 0.200
H 0.403 3.758 0.064 0.214
C 0.167 0.623 4.865 -0.315
H 1.897 -1.942 -4.529 0.225
H 1.058 -1.092 2.650 0.228
C -1.098 -2.729 -0.066 -0.308
C 0.151 -0.780 -4.120 -0.037
O 1.869 -3.125 -2.053 -0.586
C -0.178 3.157 0.770 -0.217
N -0.215 1.790 0.287 -0.488
C -1.200 0.440 4.962 0.255
C -0.904 -1.191 1.833 -0.194
H 0.505 -3.599 -4.030 0.226
C -2.054 1.201 4.132 0.266
H 3.894 -2.118 -3.399 0.198
O 2.893 2.224 -3.246 -0.490
H -3.994 1.432 2.324 0.200
O -2.488 1.550 0.305 -0.597
H 3.414 4.038 -2.601 0.202
O 2.041 1.467 0.134 -0.582
H -1.487 -1.043 2.725 0.237
H 4.134 -1.757 -5.135 0.169
C 2.495 3.470 -2.734 -0.250
H 2.092 -1.450 0.421 0.251
H -5.247 1.152 3.563 0.198
```

## Properties
- Charge: 0
- Gap between HOMO and LUMO: 0.3198 Ha
- SMILES string: COc1ccc(CCN2C(=O)[C@@H]3[C@H]4C=C[C@@H]([C@@H]3C2=O)[C@@H]2C(=O)N(CCc3ccc(OC)c(OC)c3)C(=O)[C@H]42)cc1OC

DFT (ωB97M-V/def2-TZVPD) results for 2 unconnected molecules or ions with the total composition CH4OS2.

XYZ file:
```
8
Properties=species:S:1:pos:R:3:nbo_charge:R:1
S -3.658 -2.106 1.032 -0.124
S -2.000 -1.096 1.686 -0.115
H 2.635 1.153 -2.381 0.100
H 2.538 2.976 -2.069 0.102
H -1.102 -2.052 1.655 0.116
H -4.087 -2.611 2.201 0.123
O 2.957 1.766 -0.486 -0.487
C 2.718 1.971 -1.638 0.285
```

## Properties
- Energy relative to the best compared isomer or geometry (same formula, charge and spin): 13.1 kcal per mole
- Charge: 0
- Gap between HOMO and LUMO: 0.3699 Ha
- SMILES string: C=O.SS

DFT (ωB97M-V/def2-TZVPD) results for a single C5H6O molecule.

XYZ file:
```
12
Properties=species:S:1:pos:R:3:nbo_charge:R:1
O 0.561 -1.496 -1.072 -0.496
C -1.798 0.068 -0.430 -0.602
H -2.006 -0.874 -0.945 0.227
C 2.921 0.616 0.344 -0.141
H -0.808 -0.823 1.279 0.236
C -0.592 -0.086 0.493 -0.489
H -0.346 0.855 0.998 0.220
C 1.894 0.033 0.083 -0.133
C 0.625 -0.609 -0.246 0.516
H -2.684 0.366 0.140 0.214
H -1.607 0.831 -1.192 0.209
H 3.839 1.119 0.549 0.239
```

## Properties
- Energy relative to the best compared isomer or geometry (same formula, charge and spin): 40.2 kcal per mole
- Charge: 0
- Gap between HOMO and LUMO: 0.3879 Ha
- SMILES string: C#CC(=O)CC

DFT (ωB97M-V/def2-TZVPD) results for a single C5H11NO molecule.

XYZ file:
```
18
Properties=species:S:1:pos:R:3:nbo_charge:R:1
C -0.667 -0.603 0.333 0.680
O -1.765 -0.921 0.748 -0.611
H -0.817 2.285 0.299 0.216
C -0.192 2.459 -0.586 -0.644
H 1.160 -2.277 -0.481 0.219
H -0.916 2.943 -1.244 0.214
H 0.730 1.291 -2.093 0.205
C 1.662 -1.679 0.280 -0.616
H 1.032 -0.002 1.357 0.218
H 1.372 0.939 -0.450 0.204
H 0.184 -1.616 1.917 0.246
H 2.222 -2.366 0.931 0.214
C 0.566 -0.968 1.151 -0.508
H 2.482 -1.023 -0.019 0.207
H -1.283 0.132 -1.458 0.396
H 0.424 3.327 -0.328 0.216
N -0.495 0.081 -0.831 -0.639
C 0.489 1.167 -1.038 -0.218
```

## Properties
- Energy relative to the best compared isomer or geometry (same formula, charge and spin): 23.0 kcal per mole
- Charge: 0
- Gap between HOMO and LUMO: 0.3785 Ha
- SMILES string: CCNC(=O)CC

Summary of E_HOMO in eV
-8.03; -9.64; -10.31; -9.38
(order as listed above)